# C24H22BrF3IIrO2S5

C24H22BrF3IIrO2S5 as an isolated structure in a non-equilibrium geometry (wB97M-V/def2-TZVPD, OMol25).

The geometry in XYZ format:
```
59
C24H22BrF3IIrO2S5 wB97M-V/def2-TZVPD
C -2.56650 -0.41342 4.32034
H -0.76681 -1.43279 6.98873
H -1.66509 -0.17252 -3.41144
H -1.11263 -0.27958 -0.93977
C 2.72946 -4.02211 1.67808
H -3.38528 -0.06170 -2.94964
F 2.82294 -0.21799 -2.30477
C 2.85944 -2.69390 1.29263
O -0.52542 0.80388 1.25242
C -3.15308 -0.56852 -0.29011
F 2.27578 1.70042 -3.13781
C -0.20324 -0.21636 3.89031
H -1.86643 -1.73463 -1.58210
H -3.56561 1.93502 -4.80255
C -0.92177 3.32446 -6.38816
C -1.51697 -0.07845 3.48175
H 1.08672 -0.82230 5.48377
C 5.01473 -4.03126 2.39774
S -1.88532 0.65583 1.86374
I 1.17410 -1.70113 0.45868
C -2.64165 -0.86541 1.11435
C 0.06481 -0.71809 5.15325
C 2.37648 3.44384 1.16024
H 0.21166 3.14452 -3.20701
H 0.59400 0.08233 3.22581
C -0.44145 3.03011 -4.05802
H -3.57265 0.44124 -0.30284
H -3.58664 -0.26669 4.00229
H -3.96255 -1.26167 -0.52818
H 0.93130 3.87201 -5.45867
C -2.58029 2.34982 -4.95140
H 4.15111 -0.99411 1.17599
C -2.36001 0.08040 -2.61478
C -2.18737 2.78800 -6.20462
F 0.88194 0.05119 -3.21289
H -3.10307 -1.18231 6.23710
C -1.68759 2.45438 -3.89654
Br 1.08857 -4.93890 1.47354
O -0.99097 2.03109 -1.37742
S -2.19428 1.90441 -2.24815
C 3.80967 -4.68934 2.22884
H 5.85077 -4.56027 2.82376
H -3.45837 -1.12652 1.78253
S 2.89215 1.80769 1.17729
C 5.13765 -2.70196 2.02266
C 4.05914 -2.02949 1.46791
S 0.98575 3.74563 0.20326
S 3.11907 4.68890 1.98208
C -2.05006 -0.68581 -1.34518
Ir 0.99712 1.18264 -0.38420
C -2.29160 -0.91837 5.57921
H -0.62018 3.66345 -7.36728
H 3.68931 -5.72028 2.51858
C -0.04878 3.44555 -5.31987
H 6.07147 -2.18230 2.15972
H -1.90272 -1.66458 1.12433
C 1.79336 0.66773 -2.40289
H -2.87650 2.72299 -7.03139
C -0.97761 -1.06480 5.99675
```

**Gap between HOMO and LUMO (alpha / beta)**: 6.09 / 5.63 eV
**LUMO energy (alpha / beta)**: -0.19067 / -0.20894 hartree
**Highest occupied orbital energy (alpha / beta)**: -11.28 / -11.31 eV
**⟨S²⟩**: 0.823
**E_tot**: -172641.09336 eV
**2S+1**: 2
**Total charge**: +1
**Relative energy (zero: lowest compared OMol25 entry of this formula, charge and spin)**: 2.743 eV